DFT (wB97M-V/def2-TZVPD) results for a 2-piece molecular cluster, C4H9N2O overall at a distorted geometry.

For the relative energy (zero: lowest compared OMol25 entry of this formula, charge and spin), the calculation gives 126.5 kJ/mol. The frontier orbital gap comes out at 10.05 eV. As for the charge: +1.

CARTESIAN COORDINATES (ANGSTROEM)
C -0.035 -2.085 0.050
C -0.117 -0.753 -0.497
C 0.771 -0.013 -1.369
N 0.351 1.264 -1.292
C -0.834 1.465 -0.608
N -1.108 0.175 -0.058
H 0.232 -2.141 1.125
H 0.858 -2.638 -0.404
H -0.947 -2.724 -0.187
H 1.723 -0.240 -1.817
H 0.723 1.998 -1.871
H -1.455 2.361 -0.343
H -1.776 -0.044 0.616
H 0.673 1.418 1.477
H 0.557 1.142 3.005
O 0.383 0.813 2.174

How is the electron density shared among the atoms? According to natural (NBO), the charges in e are:
1 C -0.703
2 C 0.210
3 C -0.059
4 N -0.453
5 C 0.190
6 N -0.444
7 H 0.277
8 H 0.264
9 H 0.262
10 H 0.266
11 H 0.452
12 H 0.283
13 H 0.451
14 H 0.467
15 H 0.488
16 O -0.953

---

DFT (wB97M-V/def2-TZVPD) results for a 2-piece molecular cluster, C4H14N3O overall at a distorted geometry.

For the relative energy (zero: lowest compared OMol25 entry of this formula, charge and spin), the calculation gives 378.6 kJ/mol. The frontier orbital gap comes out at 10.18 eV. As for the charge: +1.

CARTESIAN COORDINATES (ANGSTROEM)
C -1.901 1.507 -0.285
C -2.961 0.988 0.653
O -0.794 1.755 0.551
H -1.614 0.957 -1.155
H -2.401 2.488 -0.691
H -2.923 1.544 1.521
H -1.042 2.616 1.226
H -2.642 0.026 1.010
H -3.980 0.727 0.154
C 1.482 -2.781 -0.437
C 1.518 -0.290 -0.066
N 1.650 0.774 0.836
N 1.558 -1.618 0.539
N 1.289 -0.064 -1.375
H 1.838 0.502 1.820
H 1.263 1.695 0.610
H 2.328 -1.758 1.216
H 1.827 -0.400 -2.213
H 0.781 0.758 -1.660
H 2.024 -2.809 -1.281
H 0.486 -3.065 -0.841
H 2.213 -3.552 -0.132

How is the electron density shared among the atoms? According to natural (NBO), the charges in e are:
1 C -0.068
2 C -0.630
3 O -0.778
4 H 0.177
5 H 0.167
6 H 0.209
7 H 0.494
8 H 0.206
9 H 0.231
10 C -0.472
11 C 0.710
12 N -0.739
13 N -0.570
14 N -0.818
15 H 0.424
16 H 0.455
17 H 0.420
18 H 0.455
19 H 0.427
20 H 0.211
21 H 0.242
22 H 0.247

---

DFT (wB97M-V/def2-TZVPD) results for a 4-piece molecular cluster, C26H40Cl7F6NO9P3S overall at a distorted geometry.

The frontier orbital gap comes out at 5.39 eV. As for the charge: -1.

CARTESIAN COORDINATES (ANGSTROEM)
C 0.734 -1.182 3.134
C 1.243 -2.388 2.097
C 2.123 -1.785 0.829
O 1.282 -1.530 -0.387
C 2.088 -0.488 -1.108
P 1.610 -0.331 -2.951
C 3.472 -0.666 -3.423
C 3.818 -2.257 -3.605
C 4.283 -3.033 -2.238
O 4.451 -4.471 -2.601
C 3.301 -5.271 -2.145
P 1.308 -0.770 -5.106
O 1.755 0.628 -6.088
Cl -0.750 -1.120 -5.541
O -0.113 -0.330 -2.516
C -0.659 0.984 -2.039
P -0.851 1.115 -0.104
O -1.327 -0.283 0.544
C -2.225 1.354 -2.489
O -2.664 2.570 -2.157
C -3.241 0.364 -3.297
F -2.919 -1.100 -3.162
F -3.191 0.810 -4.740
C -4.833 0.496 -2.872
F -5.395 1.876 -3.125
F -5.566 -0.380 -3.863
C -5.203 -0.105 -1.397
F -5.584 -1.550 -1.590
F -4.159 0.043 -0.361
C -6.578 0.610 -0.770
O -6.500 1.201 0.449
O -7.890 0.613 -1.438
C 0.388 2.098 -2.719
S -0.162 2.742 -4.421
C 0.567 3.552 -1.903
C 1.734 3.567 -0.808
C 2.004 4.916 0.065
C 0.996 6.104 -0.411
C -0.064 5.822 -1.581
N -0.380 4.599 -2.369
O 1.668 1.404 -3.086
H -0.439 -1.028 3.094
H 1.264 -0.142 2.895
H 1.023 -1.427 4.263
H 0.346 -3.069 1.736
H 1.994 -3.043 2.756
H 2.577 -0.755 1.228
H 3.073 -2.454 0.584
H 3.219 -0.820 -0.920
H 1.943 0.494 -0.492
H 1.425 -1.786 -2.845
H 4.223 -0.084 -2.704
H 3.656 -0.171 -4.495
H 4.748 -2.318 -4.351
H 2.973 -2.901 -4.097
H 5.214 -2.574 -1.696
H 3.349 -3.003 -1.505
H 3.515 -6.435 -2.293
H 2.312 -5.063 -2.768
H 3.064 -5.144 -0.998
H 2.382 1.231 -5.589
H 0.353 1.553 0.554
H -1.889 2.069 0.281
H -8.364 1.478 -1.172
H -1.463 3.262 -4.370
H 2.400 2.618 -0.619
H 2.802 5.035 0.914
H 1.060 7.166 0.092
H -0.735 6.764 -1.890
Cl -11.280 2.702 2.184
C -9.667 1.989 2.435
C -9.628 0.514 2.070
Cl -10.568 -0.485 3.206
H -9.382 2.154 3.479
H -8.973 2.548 1.800
H -8.597 0.149 2.106
H -10.016 0.338 1.062
Cl 5.098 -2.374 2.781
C 4.872 -2.487 4.544
C 5.251 -3.857 5.084
Cl 4.112 -5.123 4.563
H 3.830 -2.238 4.769
H 5.509 -1.720 4.994
H 5.230 -3.843 6.178
H 6.256 -4.152 4.767
Cl 2.640 -1.064 6.545
C 3.181 0.611 6.821
C 2.642 1.568 5.770
Cl 3.369 1.288 4.169
H 4.275 0.614 6.846
H 2.817 0.901 7.811
H 2.880 2.599 6.050
H 1.555 1.486 5.669

How is the electron density shared among the atoms? According to Löwdin, the charges in e are:
1 C -0.150
2 C -0.182
3 C -0.242
4 O -0.244
5 C -0.291
6 P 0.389
7 C -0.369
8 C -0.231
9 C -0.208
10 O -0.269
11 C -0.142
12 P 0.532
13 O -0.488
14 Cl 0.114
15 O -0.353
16 C -0.359
17 P 0.865
18 O -0.501
19 C -0.145
20 O -0.021
21 C -0.106
22 F 0.011
23 F -0.022
24 C -0.081
25 F 0.017
26 F 0.011
27 C -0.091
28 F 0.017
29 F 0.046
30 C -0.148
31 O -0.006
32 O 0.017
33 C -0.574
34 S 0.788
35 C -0.193
36 C -0.015
37 C -0.030
38 C -0.074
39 C -0.109
40 N 0.012
41 O -0.354
42 H 0.071
43 H 0.035
44 H 0.027
45 H 0.122
46 H 0.081
47 H 0.106
48 H 0.091
49 H 0.095
50 H 0.057
51 H 0.032
52 H 0.103
53 H 0.056
54 H 0.119
55 H 0.086
56 H 0.132
57 H 0.093
58 H 0.098
59 H 0.107
60 H 0.097
61 H 0.027
62 H 0.005
63 H 0.036
64 H 0.151
65 H -0.097
66 H 0.094
67 H 0.090
68 H 0.081
69 H 0.106
70 Cl 0.525
71 C -0.666
72 C -0.677
73 Cl 0.535
74 H 0.071
75 H 0.064
76 H 0.067
77 H 0.065
78 Cl 0.568
79 C -0.699
80 C -0.663
81 Cl 0.536
82 H -0.020
83 H 0.067
84 H 0.068
85 H 0.067
86 Cl 0.605
87 C -0.635
88 C -0.648
89 Cl 0.559
90 H 0.070
91 H 0.071
92 H 0.070
93 H 0.075

---

no.,E_HOMO (eV)
1,-13.8
2,-13.7
3,-4.5